A structure of composition C19H15N3O7SV. Source: the OMol25 dataset; level of theory: ωB97M-V/def2-TZVPD.

The geometry in XYZ format:
```
46
Properties=species:S:1:pos:R:3:forces:R:3
V 0.44536 0.20088 -0.39740 0.099 0.088 0.319
C 0.24756 -5.12048 6.35716 0.005 0.031 -0.023
C 0.60207 -4.01233 5.40241 -0.006 -0.076 0.052
C 1.34847 -4.27280 4.25704 0.021 -0.008 -0.027
C 1.65867 -3.26035 3.36257 0.009 -0.028 0.019
C 1.21284 -1.97478 3.62120 -0.066 0.081 -0.020
C 0.48570 -1.68267 4.76602 -0.030 -0.019 0.004
C 0.18319 -2.70587 5.64812 -0.024 0.054 0.025
S 1.55168 -0.68647 2.46712 0.044 -0.337 0.066
O 2.61895 -1.15159 1.62535 0.112 -0.038 -0.027
O 1.69555 0.53615 3.19030 -0.063 0.310 -0.071
N 0.19084 -0.55427 1.54248 0.196 0.035 -0.250
C -0.40460 -1.70551 1.02449 0.130 0.211 0.151
C -1.08577 -2.71854 1.69478 -0.076 -0.180 -0.082
C -1.67900 -3.70314 0.93006 0.037 0.054 0.038
C -1.61803 -3.66373 -0.46481 0.064 0.108 -0.023
C -0.96079 -2.61057 -1.05977 -0.076 -0.146 0.007
N -0.36001 -1.67798 -0.31394 -0.171 0.112 -0.375
H 0.96420 -5.93822 6.29729 0.004 -0.002 -0.005
H -0.73923 -5.52620 6.12492 -0.006 -0.002 0.001
H 0.22082 -4.76128 7.38522 0.000 0.005 0.003
H 1.69949 -5.28004 4.06720 0.001 0.003 0.001
H 2.24583 -3.45192 2.47464 0.004 -0.003 0.000
H 0.17626 -0.66329 4.95664 -0.008 -0.010 0.009
H -0.37606 -2.48643 6.54974 -0.001 -0.002 -0.002
H -1.15040 -2.71063 2.76962 -0.021 -0.023 0.085
H -2.21693 -4.50699 1.41632 0.013 0.011 0.020
H -2.09369 -4.42519 -1.06380 0.011 0.012 -0.041
H -0.89695 -2.48286 -2.13163 -0.008 -0.026 -0.007
O 1.82576 0.19030 -1.10417 -0.282 -0.050 0.105
O -1.12368 1.34870 -3.13393 0.301 0.182 0.185
C -1.24770 1.93301 -2.08155 -0.764 -0.514 -0.097
O -0.85816 1.42705 -0.91628 0.292 0.090 -0.103
C -2.02708 3.21078 -1.97534 0.246 0.057 0.094
C -2.53675 3.78323 -3.13445 0.026 -0.012 -0.074
C -3.27129 4.95625 -3.07285 -0.012 -0.003 -0.005
C -3.50689 5.56537 -1.85002 -0.040 0.055 -0.030
C -2.99341 4.97650 -0.71046 -0.009 -0.051 -0.047
C -2.25556 3.81048 -0.74604 0.035 -0.029 0.075
N -3.24821 5.61270 0.59557 0.092 -0.051 -0.105
O -3.88782 6.64124 0.60233 -0.146 0.195 -0.008
O -2.79751 5.07037 1.57968 0.057 -0.103 0.176
H -2.34516 3.28940 -4.07738 -0.001 0.010 -0.006
H -3.66488 5.39813 -3.97766 -0.001 0.006 -0.001
H -4.07763 6.47825 -1.76655 0.002 -0.002 -0.006
H -1.87436 3.38035 0.16705 0.009 0.001 0.001
```
Forces are in eV/Å.

Total charge: 0
Kohn-Sham gap (alpha / beta): 8.85 / 8.89 eV
2S+1: 2
LUMO (alpha / beta): -0.02211 / -0.02147 hartree
Energy relative to the best compared isomer or geometry (same formula, charge and spin): 0.8697 eV

Calculated atomic charges, method natural (NBO), unit e: V 1.503; C -0.632; C 0.007; C -0.214; C -0.199; C -0.299; C -0.203; C -0.212; S 2.314; O -0.945; O -0.929; N -0.963; C 0.393; C -0.265; C -0.117; C -0.278; C 0.096; N -0.517; H 0.221; H 0.225; H 0.223; H 0.216; H 0.248; H 0.247; H 0.218; H 0.247; H 0.227; H 0.235; H 0.224; O -0.457; O -0.589; C 0.786; O -0.770; C -0.166; C -0.128; C -0.216; C -0.194; C 0.079; C -0.179; N 0.522; O -0.376; O -0.370; H 0.243; H 0.225; H 0.251; H 0.266

=====

A structure of composition C19H15N8O2Pd in a non-equilibrium geometry. Source: the OMol25 dataset; level of theory: ωB97M-V/def2-TZVPD.

The geometry in XYZ format:
```
45
Properties=species:S:1:pos:R:3:forces:R:3
Pd -2.09481 0.28330 -0.00262 0.694 0.352 -0.083
C -2.16121 0.40020 -4.36212 0.213 -0.069 0.343
C -2.58881 0.43420 -3.03552 -0.115 0.016 0.492
N -1.71551 0.27700 -2.04212 -0.597 0.024 0.207
C -0.38731 0.09310 -2.32252 0.490 0.049 0.262
C -0.00401 0.02930 -3.68142 0.111 0.041 1.065
N -0.88681 0.18630 -4.61492 0.118 -0.034 -1.894
C 0.48979 -0.00400 -1.17542 -1.309 0.055 -1.053
C 1.87509 0.02540 -1.19692 0.779 0.008 0.425
C 2.61699 0.01940 0.00108 1.054 -0.028 -0.826
C 1.87899 0.02590 1.20278 0.070 -0.001 0.317
C 0.49369 -0.00270 1.18458 -1.370 -0.014 -0.257
N -0.19561 -0.07520 0.00668 0.137 -0.085 0.909
C -0.38331 0.09840 2.33128 -0.039 0.074 0.482
C 0.00079 0.02370 3.68858 0.167 0.021 -1.520
N -0.88031 0.18030 4.62388 -0.163 -0.006 1.960
C -2.15221 0.40660 4.37058 0.315 -0.068 -0.408
C -2.57891 0.45650 3.04328 -0.136 0.053 -0.363
N -1.70871 0.29660 2.04848 -0.331 -0.010 -0.159
C 4.09379 0.04070 -0.00082 -0.588 0.010 -0.030
C 4.82269 0.05150 -1.20192 0.563 0.039 0.444
C 6.21479 0.08120 -1.15772 -0.110 -0.012 -1.780
N 6.79959 0.09710 -0.00492 -0.824 -0.034 0.041
C 6.21809 0.08110 1.14958 -0.037 -0.013 1.745
C 4.82629 0.05130 1.19778 0.491 0.039 -0.422
H -2.83541 0.53030 -5.19882 -0.059 0.058 0.028
H -3.63511 0.60180 -2.80132 0.156 0.010 0.227
H 1.01409 -0.16460 -3.98652 0.150 -0.016 0.011
H 2.36629 0.08470 -2.15402 0.022 -0.033 -0.088
H 2.37279 0.08600 2.15758 0.014 -0.020 0.119
H 1.01839 -0.17920 3.99178 0.135 0.001 -0.020
H -2.82441 0.53610 5.20908 -0.068 0.050 -0.039
H -3.62221 0.64330 2.81068 0.148 -0.023 -0.221
H 4.37119 0.04590 -2.17892 0.057 -0.017 -0.086
H 6.81939 0.09060 -2.05782 0.054 0.008 -0.062
H 6.82559 0.09040 2.04798 0.051 0.008 0.056
H 4.37769 0.04550 2.17658 0.062 -0.016 0.074
N -4.13051 -1.72410 0.05548 -1.562 -0.296 -0.395
N -5.25231 -0.98690 -0.15492 0.778 -0.889 0.517
C -5.17761 0.53870 -0.07012 -0.140 0.322 -0.379
O -6.23501 1.06320 0.04458 -0.233 -0.226 0.121
O -4.00471 0.95800 -0.09932 0.835 0.498 -0.107
H -3.66881 -2.00960 -0.81852 0.120 0.485 0.463
H -4.24871 -2.50230 0.70518 -0.182 -0.039 -0.282
H -6.12381 -1.30480 0.27158 0.077 -0.278 0.166
```
Forces are in eV/Å.

Total charge: +3
Kohn-Sham gap (alpha / beta): 5.22 / 4.74 eV
2S+1: 5
LUMO (alpha / beta): -0.37482 / -0.50377 hartree
Energy relative to the best compared isomer or geometry (same formula, charge and spin): 1.1858 eV

Calculated atomic charges, method natural (NBO), unit e: Pd 0.975; C 0.102; C 0.062; N -0.430; C 0.110; C 0.113; N -0.326; C 0.274; C -0.055; C -0.099; C -0.033; C 0.217; N -0.543; C 0.117; C 0.107; N -0.323; C 0.099; C 0.057; N -0.415; C 0.002; C -0.191; C 0.021; N 0.087; C 0.024; C -0.196; H 0.260; H 0.250; H 0.228; H 0.240; H 0.240; H 0.227; H 0.259; H 0.247; H 0.249; H 0.300; H 0.300; H 0.249; N -0.503; N -0.240; C 0.859; O -0.452; O -0.739; H 0.419; H 0.419; H 0.431

=====

A structure of composition C19H15NReS4 in a non-equilibrium geometry. Source: the OMol25 dataset; level of theory: ωB97M-V/def2-TZVPD.

The geometry in XYZ format:
```
40
Properties=species:S:1:pos:R:3:forces:R:3
Re -0.43543 0.15554 0.08031 -1.578 0.028 0.836
S -2.65391 -0.40721 -0.33972 0.521 0.309 -0.203
C -2.71379 -1.87970 0.63221 0.158 -0.337 0.177
C -3.91659 -2.27719 1.20615 0.019 0.095 -0.098
C -3.96216 -3.40273 2.01484 0.034 -0.029 -0.003
C -2.81905 -4.15674 2.23936 0.045 -0.039 0.023
C -1.61859 -3.80250 1.63976 0.023 -0.076 -0.050
C -1.57031 -2.66047 0.85960 -0.151 -0.104 -0.073
S -0.08356 -2.21396 -0.03565 0.032 0.211 0.466
C 1.26825 -2.21681 1.21978 -0.046 -0.004 -0.091
C 2.14547 -0.99726 1.07165 0.069 -0.081 0.036
C 3.44802 -1.00734 1.53325 -0.002 0.036 -0.047
C 4.20660 0.15097 1.44073 -0.077 -0.055 0.000
C 3.65598 1.28586 0.86081 0.029 -0.047 0.005
C 2.35553 1.23735 0.39990 0.109 0.071 0.055
C 1.71867 2.39534 -0.31113 -0.223 -0.043 -0.156
S -0.08489 2.56682 0.05631 0.356 0.158 0.198
C 0.02641 2.96814 1.79683 -0.043 -0.079 0.079
C 0.35078 4.27121 2.14284 0.029 0.064 -0.100
C 0.49794 4.60494 3.48047 -0.006 -0.010 -0.001
C 0.31332 3.63691 4.45929 0.017 0.019 -0.012
C -0.03246 2.33974 4.11377 -0.015 -0.071 -0.056
C -0.18592 1.99604 2.77320 0.171 0.222 -0.071
S -0.81813 0.40723 2.38087 -0.071 -0.407 -0.969
N 1.61236 0.11739 0.52761 0.679 0.011 -0.048
H -4.80922 -1.69485 1.01717 -0.002 -0.002 0.046
H -4.89888 -3.69718 2.46767 -0.006 0.011 -0.009
H -2.85671 -5.03781 2.86522 -0.031 0.007 -0.011
H -0.74253 -4.42608 1.76888 0.003 0.014 0.021
H 1.85570 -3.12292 1.08561 -0.004 -0.012 0.047
H 0.79332 -2.23030 2.20281 -0.043 0.012 -0.013
H 3.85962 -1.90760 1.96850 0.001 -0.002 -0.014
H 5.22165 0.16388 1.81491 0.004 0.016 -0.024
H 4.24089 2.18942 0.75755 -0.050 0.025 -0.001
H 1.77216 2.26052 -1.39535 0.062 0.035 0.011
H 2.19955 3.33788 -0.06044 -0.029 0.028 -0.005
H 0.46980 5.02385 1.37202 0.017 0.008 0.027
H 0.74158 5.62181 3.75458 -0.001 -0.004 0.006
H 0.42780 3.89644 5.50294 -0.011 -0.004 -0.001
H -0.20067 1.59165 4.87802 0.009 0.025 0.022
```
Forces are in eV/Å.

Total charge: +2
Kohn-Sham gap (alpha / beta): 6.42 / 5.69 eV
2S+1: 4
LUMO (alpha / beta): -0.29706 / -0.32425 hartree

Calculated atomic charges, method natural (NBO), unit e: Re 0.751; S 0.158; C -0.231; C -0.186; C -0.151; C -0.157; C -0.237; C -0.116; S 0.473; C -0.556; C 0.236; C -0.212; C -0.076; C -0.211; C 0.229; C -0.555; S 0.458; C -0.137; C -0.217; C -0.175; C -0.148; C -0.188; C -0.247; S 0.161; N -0.543; H 0.253; H 0.253; H 0.250; H 0.238; H 0.275; H 0.283; H 0.259; H 0.262; H 0.260; H 0.272; H 0.278; H 0.244; H 0.253; H 0.251; H 0.245

=====

An isolated molecule of C19H15NS. Source: the OMol25 dataset; level of theory: ωB97M-V/def2-TZVPD.

The geometry in XYZ format:
```
36
Properties=species:S:1:pos:R:3:forces:R:3
C 3.68645 -3.16401 0.03630 0.237 0.208 0.006
C 3.80149 -2.49540 1.24899 -0.352 -0.010 -0.043
C 3.54153 -1.13195 1.32312 0.093 0.003 -0.230
C 3.21290 -0.40881 0.17886 -0.105 -0.255 -0.067
C 2.91571 1.06227 0.24575 0.032 0.046 -0.034
C 1.45032 1.42428 0.34244 -0.274 -0.009 0.111
C 1.05944 2.74099 0.09252 -0.056 -0.065 0.069
C -0.26780 3.12583 0.17643 -0.098 -0.247 -0.090
C -1.24017 2.18116 0.50432 0.265 0.116 0.010
C -0.86599 0.86746 0.76352 0.136 0.069 0.050
C 0.47228 0.49637 0.68256 -0.092 0.072 -0.155
N -1.85623 -0.11193 1.11572 -0.008 0.003 0.003
C -2.99180 -0.07695 0.23809 -0.210 0.016 0.014
C -3.49413 -1.25340 -0.29869 0.215 0.064 -0.288
C -4.57076 -1.22386 -1.17569 -0.069 0.037 0.250
C -5.19483 -0.01748 -1.46648 0.088 -0.072 0.044
C -4.71726 1.16125 -0.91526 0.224 0.033 -0.107
C -3.60256 1.13460 -0.08119 -0.226 -0.121 -0.073
S -2.94698 2.62254 0.60181 0.010 0.080 0.012
C 3.12306 -1.08646 -1.03759 0.200 -0.030 0.081
C 3.38104 -2.44833 -1.11647 -0.207 -0.011 0.226
H 3.86031 -4.22984 -0.01506 0.034 -0.031 -0.007
H 4.04198 -3.04104 2.15091 0.052 -0.041 0.018
H 3.59476 -0.62111 2.27622 0.050 0.022 0.042
H 3.31210 1.55202 -0.64581 0.103 0.013 0.004
H 3.44120 1.49360 1.09986 0.030 0.054 0.037
H 1.80995 3.46777 -0.19242 0.014 0.057 0.009
H -0.56602 4.13928 -0.05283 0.019 0.066 0.014
H 0.71988 -0.54144 0.86230 0.035 -0.010 0.029
H -2.17523 0.08370 2.06186 0.017 -0.081 0.049
H -2.98222 -2.17574 -0.06278 -0.033 -0.065 0.039
H -4.93226 -2.14113 -1.61944 -0.005 -0.031 0.008
H -6.03622 0.00323 -2.14492 -0.040 0.041 -0.005
H -5.16370 2.11046 -1.17873 -0.055 0.031 0.046
H 2.86308 -0.53466 -1.93286 -0.002 0.021 -0.026
H 3.31669 -2.96331 -2.06536 -0.022 0.027 -0.046
```
Forces are in eV/Å.

SMILES: c1ccc(Cc2ccc3c(c2)Nc2ccccc2S3)cc1
Total charge: 0
Kohn-Sham gap: 8.94 eV
LUMO: 0.03037 hartree

Calculated atomic charges, method natural (NBO), unit e: C -0.218; C -0.206; C -0.208; C -0.020; C -0.446; C 0.002; C -0.202; C -0.208; C -0.225; C 0.214; C -0.245; N -0.680; C 0.204; C -0.229; C -0.216; C -0.196; C -0.218; C -0.225; S 0.302; C -0.203; C -0.205; H 0.213; H 0.213; H 0.210; H 0.223; H 0.224; H 0.210; H 0.221; H 0.234; H 0.376; H 0.225; H 0.216; H 0.215; H 0.221; H 0.211; H 0.214

=====

A structure of composition C19H15NSiTl in a non-equilibrium geometry. Source: the OMol25 dataset; level of theory: ωB97M-V/def2-TZVPD.

The geometry in XYZ format:
```
37
Properties=species:S:1:pos:R:3:forces:R:3
Tl -2.19881 0.05953 -1.19883 0.192 0.018 0.808
N -2.27149 0.15734 6.34908 -0.056 0.002 -0.038
C -2.51377 0.13899 5.22647 0.027 0.002 0.317
C -2.75279 0.11439 3.81545 -0.025 0.006 -0.274
C -2.79613 1.31066 3.10106 -0.036 -0.068 -0.002
C -2.90047 1.27646 1.71864 0.023 0.081 -0.090
C -2.96398 0.05734 1.05283 0.465 0.053 -1.323
C -2.99261 -1.13011 1.77379 0.027 -0.114 -0.123
C -2.88733 -1.10656 3.15652 -0.035 0.064 -0.014
H -2.72677 2.25513 3.62340 0.003 -0.006 0.021
H -2.92838 2.21238 1.17275 0.072 0.020 0.029
H -3.09239 -2.08473 1.27146 0.069 -0.024 0.026
H -2.88708 -2.02853 3.72180 0.002 0.007 0.021
C 1.96636 -3.92202 -1.08357 -0.040 0.061 -0.083
C 1.17335 -3.10984 -0.28161 -0.013 0.010 0.106
C 0.63683 -1.94481 -0.79616 0.059 0.162 -0.064
C 0.90122 -1.55287 -2.11393 -0.271 0.175 -0.241
C 1.67514 -2.39591 -2.91688 -0.088 0.208 -0.099
C 2.20052 -3.57112 -2.40432 0.129 -0.048 0.008
Si 0.36895 0.10002 -2.78480 -0.213 -0.118 1.272
C 0.99102 1.57807 -1.83930 -0.274 -0.109 -0.266
C 0.74631 1.74783 -0.47116 0.054 -0.156 -0.083
C 1.35146 2.76943 0.23639 -0.020 -0.036 0.099
C 2.19707 3.65886 -0.41559 -0.043 -0.035 -0.088
C 2.41304 3.53296 -1.77938 0.128 0.028 0.005
C 1.81723 2.50134 -2.48720 -0.097 -0.170 -0.130
H 2.40009 -4.82522 -0.67772 -0.017 -0.028 0.001
H 0.99081 -3.37387 0.75115 -0.035 -0.048 -0.005
H 0.02507 -1.32037 -0.15042 0.084 -0.025 0.110
H 1.88297 -2.12139 -3.94466 0.010 -0.061 -0.023
H 2.81131 -4.20032 -3.03694 -0.006 -0.034 0.010
H 0.32475 0.22875 -4.24520 -0.125 0.008 -0.011
H 0.09691 1.05801 0.06110 0.085 0.002 0.112
H 1.18106 2.85770 1.30076 -0.031 0.050 0.004
H 2.68609 4.44685 0.14004 -0.018 0.028 0.004
H 3.06421 4.22456 -2.29597 -0.005 0.032 0.017
H 2.01024 2.40109 -3.54904 0.017 0.061 -0.013
```
Forces are in eV/Å.

Total charge: +1
Kohn-Sham gap: 6.93 eV
LUMO: -0.18616 hartree
Energy relative to the best compared isomer or geometry (same formula, charge and spin): 0.0000 eV

Calculated atomic charges, method Löwdin, unit e: Tl 1.067; N 0.181; C -0.173; C -0.221; C -0.017; C -0.146; C -0.320; C -0.138; C -0.017; H 0.127; H 0.097; H 0.099; H 0.128; C -0.046; C -0.057; C -0.133; C -0.357; C -0.096; C -0.056; Si 0.805; C -0.358; C -0.134; C -0.056; C -0.046; C -0.056; C -0.096; H 0.117; H 0.116; H 0.057; H 0.105; H 0.116; H -0.003; H 0.056; H 0.117; H 0.117; H 0.116; H 0.105